1.
Density functional theory data (ωB97M-V with the def2-TZVPD basis set) for a 2-piece molecular cluster, C6H14O overall.

Values from the calculation:
HOMO energy: -9.68 eV
E: -312.2196 Ha
orbital gap: 0.3907 Ha
energy above the lowest of the compared OMol25 structures with the same formula, charge and spin: 93.15 kJ/mol
E_LUMO: 0.035 Ha

Last column: Mulliken charge in e.
Geometry (Å):
1 H -2.75 0.22 -1.97  0.352
2 C -1.73 -0.17 -1.93  -1.289
3 C 1.48 1.09 0.74  -1.440
4 C 0.14 -0.80 -0.27  -0.960
5 H 0.72 1.82 0.43  0.368
6 H -3.03 2.16 -0.39  -0.258
7 H -1.71 -1.20 -2.33  0.350
8 H -0.05 -1.88 -0.20  0.417
9 C 1.90 -1.30 1.46  -1.514
10 H 2.41 -0.94 2.36  0.389
11 H 1.95 1.47 1.65  0.367
12 H 2.25 1.03 -0.04  0.336
13 H -1.08 0.43 -2.57  0.319
14 H 1.44 -2.26 1.70  0.383
15 O -1.85 0.35 0.39  -0.554
16 H 0.08 -0.18 1.76  0.232
17 H 2.66 -1.47 0.69  0.322
18 H -3.27 2.75 -0.78  0.234
19 H 0.78 -0.67 -1.16  0.377
20 C 0.85 -0.29 0.98  0.768
21 C -1.21 -0.15 -0.51  0.799



2.
Density functional theory data (ωB97M-V with the def2-TZVPD basis set) for a 2-piece molecular cluster, C6H14O2 overall at a distorted geometry.

Values from the calculation:
HOMO energy: -9.53 eV
E: -387.4292 Ha
orbital gap: 0.3718 Ha
energy above the lowest of the compared OMol25 structures with the same formula, charge and spin: 205.62 kJ/mol
E_LUMO: 0.022 Ha

Last column: Mulliken charge in e.
Geometry (Å):
1 H 0.38 -2.18 -0.62  0.469
2 H -0.59 -1.83 1.09  0.354
3 C -0.68 -0.24 2.55  -1.244
4 H 0.17 0.43 2.79  0.343
5 H -1.59 0.22 2.84  0.300
6 H -0.38 1.90 0.47  0.355
7 H -0.55 -1.11 3.24  0.319
8 C 0.37 1.31 -0.09  -1.416
9 H -0.03 -1.05 -1.75  0.263
10 H -1.63 -0.61 0.70  0.269
11 C 0.71 -1.19 -0.93  -0.936
12 C 0.50 -0.15 0.25  0.778
13 H 1.45 -0.22 0.77  0.258
14 O -1.83 1.37 -2.25  -0.634
15 O 2.87 -1.84 -1.59  -0.485
16 H -1.65 2.31 -2.13  0.315
17 C 1.96 -1.05 -1.76  -0.154
18 H 0.40 1.73 -1.10  0.295
19 H 2.05 -0.22 -2.45  0.393
20 C -0.60 -0.73 1.12  -0.583
21 H -2.50 1.27 -1.57  0.309
22 H 1.17 1.87 0.41  0.431



3.
Density functional theory data (ωB97M-V with the def2-TZVPD basis set) for a 3-piece molecular cluster, C6H14O2 overall at a distorted geometry.

Values from the calculation:
multiplicity: 2
charge: +1
HOMO energy (spin up / spin down): -13.03 / -13.03 eV
E: -387.0929 Ha
orbital gap (spin up / spin down): 0.3034 / 0.1675 Ha
energy above the lowest of the compared OMol25 structures with the same formula, charge and spin: 176.81 kJ/mol
E_LUMO (spin up / spin down): -0.175 / -0.311 Ha

Last column: Mulliken charge in e.
Geometry (Å):
1 H -1.64 1.62 0.66  0.332
2 O -6.47 3.27 -1.66  -0.633
3 H -1.03 -2.00 -1.33  0.265
4 H -0.13 -1.53 1.60  0.252
5 C 2.32 -0.59 0.27  0.972
6 C -0.12 -1.35 0.53  0.037
7 H 1.90 -0.91 2.38  0.317
8 H 3.00 -0.01 -1.68  0.340
9 H -5.98 3.89 -2.22  0.322
10 H 3.59 -0.61 2.00  0.444
11 H -5.98 3.11 -0.86  0.312
12 O -1.31 1.90 -0.20  -0.648
13 H 4.34 -0.16 -0.35  0.339
14 H -1.83 -2.54 0.12  0.269
15 H 2.78 -2.14 1.48  0.383
16 H 0.78 0.62 0.42  0.415
17 C 3.31 -0.22 -0.67  -0.852
18 C 2.67 -1.05 1.62  -1.237
19 C -0.98 -1.96 -0.25  -0.871
20 C 0.89 -0.40 -0.04  -0.730
21 H -0.88 1.22 -0.72  0.350
22 H 0.75 -0.17 -1.10  0.622



4.
Density functional theory data (ωB97M-V with the def2-TZVPD basis set) for a 4-piece molecular cluster, C6H14O2S2 overall at a distorted geometry.

Values from the calculation:
HOMO energy: -9.41 eV
E: -1183.4711 Ha
orbital gap: 0.3369 Ha
energy above the lowest of the compared OMol25 structures with the same formula, charge and spin: 981.76 kJ/mol
E_LUMO: -0.009 Ha

Last column: Mulliken charge in e.
Geometry (Å):
1 H -1.33 0.33 1.03  0.308
2 O 1.09 -1.56 -0.67  -0.254
3 H -1.23 -0.41 -1.28  0.149
4 H 2.84 -2.06 0.48  0.285
5 H -3.21 1.98 -0.77  0.406
6 C 2.00 1.41 0.17  -0.811
7 H 3.37 0.22 -1.01  0.325
8 S -0.89 -2.41 0.95  0.011
9 S 0.45 -3.10 -0.45  0.057
10 H -2.07 2.43 0.62  0.332
11 H -3.10 0.01 1.20  0.246
12 H 2.49 2.14 -1.21  0.202
13 C -2.22 0.30 0.36  -0.397
14 H -1.60 1.85 -1.12  0.235
15 H 2.37 2.25 1.55  0.228
16 H 1.51 -0.91 1.25  0.334
17 H -3.01 -0.90 -1.33  0.316
18 H 3.75 0.02 0.84  0.214
19 C -2.09 -0.80 -0.65  -0.065
20 O -2.12 -2.17 -0.26  -0.338
21 C 2.88 0.06 0.00  -0.280
22 H 0.41 0.74 0.22  0.147
23 C -2.36 1.75 -0.17  -1.113
24 C 2.08 -1.17 0.25  -0.538



5.
Density functional theory data (ωB97M-V with the def2-TZVPD basis set) for one molecule with the formula C6H14O2Si2 at a distorted geometry.

Values from the calculation:
HOMO energy: -8.56 eV
E: -966.4171 Ha
orbital gap: 0.3336 Ha
energy above the lowest of the compared OMol25 structures with the same formula, charge and spin: 166.44 kJ/mol
E_LUMO: 0.019 Ha

Last column: Mulliken charge in e.
Geometry (Å):
1 H -0.58 3.29 0.13  0.346
2 H 3.61 1.24 -0.30  0.276
3 C -1.65 -1.30 1.44  -1.099
4 H 1.92 1.26 4.50  0.392
5 H 0.54 -3.11 -0.12  0.423
6 O 1.78 1.90 -0.68  -0.567
7 Si 0.27 1.30 0.82  0.535
8 C -1.60 -0.82 -1.52  -1.089
9 Si -0.49 -0.86 0.05  0.659
10 H 2.96 1.16 -1.97  0.269
11 H 1.85 -1.98 -0.07  0.353
12 C 1.58 1.60 3.56  0.480
13 O -0.82 2.35 0.31  -0.505
14 C 0.84 -2.14 -0.45  -1.376
15 C 1.09 1.65 2.47  -0.875
16 H 0.83 -2.22 -1.48  0.427
17 H -1.80 -0.44 2.21  0.288
18 H -1.16 -2.07 2.05  0.329
19 C 2.77 0.99 -0.95  -0.593
20 H -1.69 0.14 -2.03  0.334
21 H -2.64 -1.17 -1.14  0.257
22 H -2.63 -1.80 1.03  0.300
23 H -1.23 -1.59 -2.19  0.312
24 H 2.61 -0.04 -0.80  0.124